# C27H35BrN4P2Sn

C27H35BrN4P2Sn as an isolated structure in a non-equilibrium geometry (ωB97M-V with the def2-TZVPD basis set, the Open Molecules 2025 dataset).

Atoms and positions in Å:
Sn -0.3195 2.2399 -3.1795
C -2.0046 1.7786 -7.3350
C -2.1594 0.4762 -7.1153
C -1.1909 -0.5952 -7.4939
C 0.3113 -0.2353 -7.3184
C 0.7429 0.6149 -6.1659
C 0.6629 1.9445 -6.0758
C 0.4730 2.6855 -7.3612
C -0.8884 2.4250 -8.0970
C 0.1585 1.8673 -0.9568
H -2.8485 2.4527 -7.1322
H -3.1071 0.0945 -6.7024
H -1.3298 -0.8875 -8.5486
H -1.4334 -1.5214 -6.9451
H 0.8575 -1.1862 -7.1766
H 0.6749 0.2110 -8.2622
H 1.3856 0.0626 -5.4801
H 0.8986 2.5423 -5.1764
H 1.2643 2.3569 -8.0647
H 0.6133 3.7702 -7.2590
H -1.2635 3.4100 -8.4258
H -0.6631 1.8384 -9.0030
H -0.6488 2.3377 -0.3747
H 1.1301 2.0841 -0.4699
H 0.0363 0.7772 -0.8146
P 1.8617 -0.3624 -2.0293
P -1.4807 -1.0281 -1.7835
N 3.0344 0.6989 -3.0020
N 2.9786 -1.5867 -1.6995
N -2.5046 0.2117 -2.6401
N -2.7744 -2.1178 -1.6161
C 0.8744 -1.0143 -3.4241
C -0.4620 -1.7419 -3.2025
C 3.3710 1.9627 -2.5130
C 4.3396 2.5331 -3.3319
C 4.5965 1.6038 -4.3802
C 3.8025 0.4773 -4.1447
C 3.8496 -1.4222 -0.6009
C 4.4008 -2.6523 -0.3101
C 3.8982 -3.5984 -1.2702
C 3.0405 -2.9176 -2.1206
C -2.9068 1.3591 -2.0087
C -3.0071 2.4081 -2.9287
C -2.9315 1.7768 -4.2193
C -2.6104 0.4468 -4.0092
C -3.9178 -2.2913 -2.4182
C -4.8837 -2.9108 -1.6477
C -4.3253 -3.1489 -0.3439
C -3.0351 -2.6742 -0.3516
H 1.5382 -1.5871 -4.1038
H 0.5553 -0.0961 -3.9677
H -1.0075 -1.6670 -4.1526
H -0.2942 -2.8058 -2.9780
H 2.8871 2.3251 -1.6287
H 4.8519 3.4778 -3.1972
H 5.3055 1.7334 -5.1865
H 3.7991 -0.4777 -4.6420
H 3.9787 -0.4481 -0.1520
H 5.1172 -2.8546 0.4692
H 4.1695 -4.6364 -1.3620
H 2.4661 -3.2268 -2.9840
H -3.2410 1.3052 -0.9250
H -3.2942 3.4398 -2.7478
H -3.1591 2.2306 -5.1657
H -2.5845 -0.3849 -4.6919
H -3.9189 -1.9834 -3.4563
H -5.8782 -3.1571 -1.9693
H -4.8173 -3.6076 0.4935
H -2.2772 -2.6413 0.4145
Br -2.6376 0.4714 0.6703

Atoms 1-6, force components in eV/Å:
Sn -0.411 0.464 2.425
C -0.703 0.016 -0.409
C -0.626 -0.015 -0.239
C 0.393 -0.321 0.100
C 0.629 -0.480 -0.632
C 0.645 -0.157 0.671

HOMO   -7.1 eV
DFT total energy   -128972.3142 eV
Frontier orbital gap   5.5 eV
Energy relative to the best compared isomer or geometry (same formula, charge and spin)   68.1 kcal/mol
LUMO   -1.61 eV

---

# C66H181N11O30

A 19-piece molecular cluster, C66H181N11O30 overall in a non-equilibrium geometry (ωB97M-V with the def2-TZVPD basis set, the Open Molecules 2025 dataset).

Atoms and positions in Å:
O -6.4940 4.3401 1.2443
H -7.3337 4.7845 1.1281
H -6.4597 4.1320 2.1779
O -4.2350 0.9652 -1.6645
H -3.5709 1.4972 -1.2261
H -5.0219 1.0759 -1.1308
O -0.7994 5.2433 -3.0633
H -1.6745 4.9959 -3.3621
H -0.7606 6.1910 -3.1925
O -3.1921 -0.3925 -3.6831
H -3.6245 0.1371 -3.0132
H -2.7696 -1.0991 -3.1946
O -2.5969 -2.4080 -2.1421
H -1.6807 -2.4046 -1.8649
H -3.0708 -2.7829 -1.3997
O 0.5090 1.1743 -5.0905
H 1.2734 0.6075 -4.9871
H 0.7883 2.0202 -4.7404
O -6.4375 1.7763 -0.1612
H -6.1539 2.5403 0.3407
H -7.0750 2.1225 -0.7856
O 1.2309 4.0654 -4.7589
H 0.4699 4.1607 -4.1861
H 0.8943 4.2441 -5.6369
C 2.5761 -3.5916 -7.2659
O 2.7935 -2.9839 -5.9741
C 1.5482 -2.3598 -5.5573
C 1.7405 -1.7350 -4.1359
N 2.7768 -0.7411 -4.1425
C 3.2050 -0.3573 -2.7814
C 4.5145 0.4656 -2.8373
O 5.1234 0.3644 -1.5469
C 6.4448 0.9533 -1.4815
H 1.9945 -4.5033 -7.1297
H 3.5895 -3.6552 -7.6623
H 1.9938 -3.0818 -8.0334
H 0.6514 -2.9772 -5.5056
H 1.3667 -1.6643 -6.3768
H 1.9115 -2.5755 -3.4633
H 0.8426 -1.2296 -3.7802
H 3.5381 -1.2348 -4.5861
H 3.4011 -1.3271 -2.3242
H 2.3895 0.1670 -2.2830
H 4.2593 1.5065 -3.0361
H 5.2708 0.2641 -3.5959
H 6.8289 0.9983 -0.4624
H 6.4549 1.9849 -1.8333
H 7.1795 0.4439 -2.1051
C -2.9771 5.6389 -8.3077
O -3.3020 5.0335 -7.0789
C -2.3622 4.0282 -6.6352
C -2.7404 3.5331 -5.2447
N -3.0689 4.6430 -4.2613
C -3.9760 4.0681 -3.3254
C -4.3194 4.9274 -2.0809
O -5.1059 5.9784 -2.4693
C -5.3639 6.8157 -1.4139
H -1.9927 6.1049 -8.3509
H -3.5753 6.5476 -8.3762
H -3.2144 5.1180 -9.2353
H -1.3430 4.4018 -6.5363
H -2.4062 3.2312 -7.3775
H -1.9547 2.8634 -4.8950
H -3.5772 2.8528 -5.4027
H -3.5404 5.3571 -4.7979
H -3.5159 3.1444 -2.9746
H -4.8325 3.6829 -3.8786
H -3.3552 5.2728 -1.7081
H -4.7990 4.3633 -1.2810
H -5.2430 6.3695 -0.4268
H -6.4101 7.1156 -1.4744
H -4.7307 7.6965 -1.5210
C 0.3197 -3.6526 -0.8452
O 0.0419 -2.3093 -1.2592
C 0.1021 -1.4536 -0.1396
C -0.7134 -0.1096 -0.3473
N 0.1005 0.8408 -1.1864
C -0.6923 1.9604 -1.7349
C -1.0927 2.9306 -0.6004
O -2.4407 2.5100 -0.1469
C -2.9883 3.4403 0.7577
H -0.5712 -4.1109 -0.4158
H 1.0360 -3.6938 -0.0247
H 0.6095 -4.1930 -1.7464
H 1.1326 -1.2210 0.1289
H -0.3651 -1.8912 0.7427
H -0.8259 0.3285 0.6445
H -1.6477 -0.4901 -0.7601
H 0.6430 0.3147 -1.8566
H -1.6395 1.6650 -2.1862
H -0.1897 2.5590 -2.4947
H -1.0447 3.9530 -0.9753
H -0.4422 2.8525 0.2707
H -4.0199 3.1963 1.0114
H -3.1659 4.4119 0.2966
H -2.3903 3.5825 1.6579
C 5.4030 -8.7828 -6.7159
O 4.0850 -8.5977 -6.4188
C 3.8174 -8.6124 -4.9970
C 2.3228 -8.2891 -4.8087
N 1.9912 -6.9290 -5.3185
C 0.6045 -6.8089 -5.5934
C -0.3661 -6.7753 -4.4763
O -1.6726 -6.3383 -4.8411
C -1.6764 -4.9781 -5.2459
H 5.9998 -8.0189 -6.2174
H 5.6257 -8.6884 -7.7787
H 5.7597 -9.7540 -6.3729
H 4.3805 -7.8994 -4.3948
H 3.9838 -9.5719 -4.5075
H 2.0274 -8.4654 -3.7744
H 1.6730 -8.9904 -5.3323
H 2.5035 -6.8844 -6.1878
H 0.2356 -7.5331 -6.3197
H 0.7234 -5.8570 -6.1108
H -0.0046 -6.1751 -3.6414
H -0.4280 -7.7370 -3.9668
H -1.3461 -4.2724 -4.4837
H -2.7455 -4.8258 -5.3935
H -1.2719 -4.8074 -6.2435
C -2.7308 -2.0862 3.6635
O -3.4180 -2.7979 2.6634
C -3.8508 -1.8623 1.6887
C -4.5402 -2.7202 0.6119
N -3.5630 -3.6763 0.0510
C -4.3045 -4.7023 -0.7182
C -3.2904 -5.6392 -1.3826
O -2.6170 -6.4168 -0.3328
C -1.4681 -7.0753 -0.7442
H -1.6578 -2.0568 3.4742
H -2.6644 -2.7073 4.5568
H -3.1209 -1.1025 3.9247
H -3.0296 -1.3408 1.1969
H -4.5399 -1.1088 2.0700
H -4.9237 -2.0485 -0.1561
H -5.3774 -3.1805 1.1365
H -3.2462 -4.1458 0.8872
H -4.9078 -4.2336 -1.4957
H -4.9569 -5.3668 -0.1518
H -2.5778 -5.0134 -1.9199
H -3.7877 -6.2845 -2.1068
H -1.0431 -7.5956 0.1142
H -0.6915 -6.4110 -1.1233
H -1.6624 -7.8103 -1.5254
C 0.0788 5.1318 6.0051
O -0.2073 5.7443 4.7726
C 0.7470 5.5623 3.7345
C 0.1504 5.4238 2.3053
N -0.5964 6.7053 2.0956
C -1.1952 6.8554 0.7395
C -1.6012 8.2335 0.5604
O -2.0110 8.4304 -0.7986
C -2.3994 9.7588 -1.1008
H 1.0849 5.3625 6.3552
H -0.0566 4.0511 5.9624
H -0.5576 5.5827 6.7666
H 1.4556 4.7439 3.8621
H 1.4145 6.4237 3.7573
H -0.4902 4.5429 2.3466
H 0.9316 5.2583 1.5634
H -1.4082 6.8104 2.6872
H -2.0263 6.1554 0.6542
H -0.4350 6.6632 -0.0176
H -0.7171 8.8386 0.7613
H -2.4158 8.5631 1.2053
H -1.5825 10.4357 -0.8507
H -3.3453 10.1360 -0.7120
H -2.4035 9.8170 -2.1892
C 2.6104 -13.3552 0.3217
O 2.2868 -12.0085 0.3669
C 2.7907 -11.2380 -0.7537
C 2.5299 -9.6794 -0.5431
N 3.2074 -9.1878 0.6373
C 2.6712 -7.8250 0.9445
C 2.9394 -6.6862 -0.0842
O 2.2101 -6.8861 -1.2591
C 2.6551 -5.9711 -2.2831
H 2.6862 -13.7619 1.3302
H 3.5688 -13.5865 -0.1432
H 1.8291 -13.9947 -0.0891
H 2.4241 -11.5531 -1.7306
H 3.8797 -11.2821 -0.7649
H 1.4522 -9.5207 -0.5037
H 2.9663 -9.2223 -1.4311
H 2.8839 -9.8646 1.3136
H 3.1134 -7.5011 1.8866
H 1.6006 -7.9168 1.1273
H 4.0243 -6.7022 -0.1889
H 2.7116 -5.7100 0.3437
H 1.9696 -5.7910 -3.1113
H 3.5974 -6.3520 -2.6770
H 2.8802 -4.9779 -1.8948
C -4.0656 6.6304 2.8732
O -2.9157 7.3676 3.4170
C -3.1325 8.2651 4.5311
C -2.9348 7.5199 5.8381
N -4.0965 6.6735 6.1788
C -4.0332 6.1883 7.5475
C -5.3915 5.6928 8.0840
O -6.4404 6.6765 8.0006
C -7.7051 6.3012 8.4511
H -4.6949 7.3149 2.3044
H -4.7518 6.3208 3.6615
H -3.7651 5.8405 2.1849
H -4.1285 8.6815 4.3803
H -2.5201 9.1619 4.4377
H -2.8070 8.1078 6.7470
H -2.0549 6.8975 5.6754
H -4.9603 7.1944 6.2299
H -3.7209 6.9706 8.2392
H -3.2836 5.4026 7.6423
H -5.2539 5.4099 9.1276
H -5.7014 4.7584 7.6160
H -7.5989 5.8889 9.4545
H -8.1802 5.6100 7.7550
H -8.4309 7.1008 8.5997
C 5.2938 1.0346 2.4361
O 4.3155 2.0774 2.5107
C 3.0288 1.6542 1.9778
C 2.9973 2.0449 0.5098
N 3.4445 3.4329 0.3341
C 3.6469 3.7872 -1.0546
C 4.7505 4.8156 -1.3328
O 6.0303 4.2705 -0.9271
C 7.1457 5.0293 -1.2364
H 5.3575 0.6078 1.4352
H 5.1031 0.2258 3.1416
H 6.3009 1.4169 2.6022
H 2.2369 2.1847 2.5066
H 2.8586 0.5787 2.0269
H 1.9341 2.0949 0.2746
H 3.5624 1.3630 -0.1255
H 4.3557 3.6044 0.7347
H 2.6865 4.2276 -1.3225
H 3.8116 2.9168 -1.6897
H 4.6584 5.7803 -0.8339
H 4.7751 5.0522 -2.3965
H 6.9136 6.0937 -1.2016
H 7.4539 4.8330 -2.2634
H 7.9271 4.6820 -0.5605
C -0.6059 2.0345 3.4775
O -1.5883 1.7627 4.4871
C -2.7675 2.5768 4.5970
C -3.6330 2.1898 5.8677
N -4.0011 0.7900 5.9184
C -4.3936 0.3352 7.2687
C -4.6583 -1.1154 7.3907
O -3.4663 -1.8662 7.3282
C -3.4881 -3.2837 7.2758
H -0.9721 2.0287 2.4508
H 0.1827 1.2820 3.4780
H -0.0808 2.9806 3.6092
H -3.3745 2.6732 3.6968
H -2.4367 3.6141 4.6474
H -4.5512 2.7765 5.8407
H -3.0896 2.3704 6.7952
H -3.1475 0.3338 5.6299
H -5.2746 0.8858 7.5987
H -3.6172 0.5934 7.9888
H -5.3256 -1.4874 6.6133
H -5.0974 -1.2142 8.3834
H -2.4896 -3.7157 7.2087
H -4.0560 -3.6554 6.4229
H -4.0379 -3.6566 8.1399
C 3.8842 -2.6983 1.6598
O 3.9700 -4.1047 1.7061
C 5.0974 -4.7549 2.2583
C 6.3568 -5.0240 1.3890
N 7.0912 -3.8250 1.0325
C 7.4196 -2.8751 2.1440
C 7.9341 -1.5203 1.6567
O 8.0798 -0.4966 2.6350
C 9.2442 -0.4087 3.3092
H 2.8639 -2.4159 1.4003
H 4.4889 -2.2981 0.8460
H 4.2149 -2.2400 2.5919
H 4.8053 -5.6815 2.7525
H 5.2707 -4.2677 3.2178
H 5.9551 -5.5786 0.5409
H 7.0578 -5.6067 1.9867
H 6.7127 -3.4297 0.1836
H 8.1558 -3.3347 2.8035
H 6.5423 -2.6836 2.7619
H 7.1735 -1.2518 0.9237
H 8.8667 -1.5041 1.0927
H 10.0015 0.1003 2.7130
H 9.5701 -1.3862 3.6649
H 8.9756 0.2615 4.1257

Atoms 1-6, force components in eV/Å:
O 0.323 -0.024 -0.138
H -0.265 0.141 -0.134
H 0.049 -0.075 0.366
O -0.047 -0.178 -0.220
H 0.487 0.319 0.376
H -0.572 0.089 0.245

HOMO   -8.3 eV
DFT total energy   -149175.3785 eV
Frontier orbital gap   8.1 eV
Energy relative to the best compared isomer or geometry (same formula, charge and spin)   0.0 kcal/mol
LUMO   -0.13 eV

---

# C4H5Cl4OPS

One molecule with the formula C4H5Cl4OPS in a non-equilibrium geometry (ωB97M-V with the def2-TZVPD basis set, the Open Molecules 2025 dataset).

Atoms and positions in Å:
C 2.8748 1.7163 -1.8577
C -0.5443 0.6688 -0.7580
C -2.0375 -1.5898 2.0116
C -0.6818 -1.3245 1.2392
O 0.3480 1.6469 -3.1093
P 0.8855 1.6743 -1.7461
S -0.3492 0.4482 0.8926
Cl 3.5862 0.6158 -2.9351
Cl -0.7157 -0.6577 -1.7454
Cl 0.6848 3.3964 -0.8155
Cl 3.5621 1.6547 -0.3480
H -1.6997 -2.2431 2.7693
H -2.5142 -0.7015 2.5301
H -2.9560 -1.8717 1.4831
H -0.4965 -1.9250 0.3506
H 0.0536 -1.5083 2.0386

Atoms 1-6, force components in eV/Å:
C -2.772 -1.218 0.017
C 3.217 0.904 -0.771
C -0.555 2.078 -0.571
C -0.940 0.834 1.457
O 0.359 0.032 -0.545
P -0.385 0.071 -0.942

HOMO (alpha / beta)   -8.9 / -8.1 eV
DFT total energy   -76487.0430 eV
Frontier orbital gap (alpha / beta)   7.4 / 6.3 eV
Energy relative to the best compared isomer or geometry (same formula, charge and spin)   64.1 kcal/mol
LUMO (alpha / beta)   -1.53 / -1.77 eV

---

# BrHNO3S

A 2-piece molecular cluster, BrHNO3S overall in a non-equilibrium geometry (ωB97M-V with the def2-TZVPD basis set, the Open Molecules 2025 dataset).

Atoms and positions in Å:
N -1.3352 -0.2885 -0.3235
O 1.7556 -0.3908 -0.5989
O 1.0129 0.5637 1.5096
O 0.8171 1.8965 -0.4843
S 0.9509 0.5760 0.0663
Br -1.3749 -2.1396 -0.7492
H -1.8264 -0.2173 0.5799

Atoms 1-6, force components in eV/Å:
N 1.574 1.026 -0.062
O 0.129 -0.536 -0.820
O -0.282 -0.328 0.018
O -0.283 -0.203 -0.684
S -1.789 0.057 1.372
Br 0.115 0.301 0.320

HOMO (alpha / beta)   -4.2 / -4.2 eV
DFT total energy   -88526.2412 eV
Frontier orbital gap (alpha / beta)   7.7 / 7.7 eV
Energy relative to the best compared isomer or geometry (same formula, charge and spin)   29.5 kcal/mol
LUMO (alpha / beta)   3.48 / 3.48 eV
Charge   -1

---

> energy relative to the best compared isomer or geometry (same formula, charge and spin) of number 1 (C27H35BrN4P2Sn)?

68.1 kcal/mol

---

> Look up the energy relative to the best compared isomer or geometry (same formula, charge and spin) of the first one.

68.1 kcal/mol

---

> Which formula does entry 2 have?

C66H181N11O30

---

> Among the records above, which one has the lowest energy relative to the best compared isomer or geometry (same formula, charge and spin)?

C66H181N11O30